Molecular formula: C19H28CaNO2P2
Method: DFT, wB97M-V/def2-TZVPD

Element x y z (Å)
C  -0.8400  0.4957  1.8566
C  1.6450  1.7212  -3.6993
H  -1.6221  1.7490  -4.5722
H  4.5441  0.2463  0.7359
P  2.8453  -0.7667  -0.6783
C  0.0027  0.6142  7.1955
H  -0.6391  -4.0528  0.2108
C  4.4600  -0.6943  0.1710
H  -0.9698  -2.2883  -2.4533
N  0.3042  0.7670  -2.0206
H  3.0741  1.6147  -1.0270
H  0.6236  2.4445  -5.4657
H  -2.0060  -0.7275  -2.9934
H  -0.5842  -3.1328  -0.6433
C  0.5270  1.9969  -4.4880
C  0.8821  0.3222  4.9628
C  -0.7119  1.6164  -4.0163
H  -3.7742  -1.9227  -1.6930
H  -4.1761  -1.5577  0.0112
C  -0.3164  0.8418  4.4515
C  -1.1374  1.2639  6.6877
H  3.7650  -1.6415  -2.7645
H  -4.9079  -0.5818  -1.3057
C  -3.3376  1.5210  -0.0952
P  -2.5678  0.0023  -0.7658
O  -0.3743  -2.3114  -1.2394
Ca  0.1842  -0.6131  0.0160
H  1.6154  -0.0281  4.2385
C  -0.8002  1.0176  -2.7655
C  -2.1119  0.3594  -2.4942
H  -1.9023  1.6384  7.3553
C  1.5268  1.0831  -2.4690
H  1.9212  -0.3445  6.7075
H  3.6783  -2.8828  -1.4595
H  5.3146  -0.7905  -0.5180
C  -4.0117  -1.1226  -0.9826
H  4.4839  -1.5188  0.9013
H  -2.5484  2.2721  0.0469
H  -2.8939  0.8984  -3.0504
C  2.8131  0.7755  -1.6948
O  -1.6469  -2.0345  -3.2763
C  -0.5665  0.6785  3.0554
H  2.6446  1.9336  -4.0417
H  -2.1516  1.8972  4.8673
C  -1.2741  1.4260  5.3064
H  -3.7238  1.1996  0.8939
H  0.1086  0.4374  8.2648
C  1.0153  0.1455  6.3415
C  3.1541  -2.0514  -1.9513
H  3.6275  0.6674  -2.4238
H  -4.1406  1.9297  -0.7298
H  2.2010  -2.4340  -2.3384
H  -1.2251  -2.0790  -4.1613

Cartesian forces, eV/Å:
C 0.108 0.361 0.991
C 0.286 -0.167 -0.128
H -0.054 0.138 -0.295
H 0.021 -0.283 -0.175
P 0.608 -0.228 -0.300
C 0.041 -0.227 -0.223
H -0.045 -0.380 0.327
C 0.154 0.173 0.241
H -0.657 0.130 -0.694
N -0.524 -0.426 0.676
H -0.166 -0.195 -0.220
H 0.122 0.094 -0.025
H -0.069 1.055 0.616
H 0.291 1.418 -1.523
C 0.160 -0.271 0.403
C -0.617 -0.450 0.414
C 0.479 0.425 0.272
H 0.046 0.209 0.181
H -0.312 -0.060 -0.283
C 0.306 0.397 0.216
C 0.801 -0.074 -0.459
H -0.049 -0.201 0.161
H 0.303 0.124 0.082
C 0.325 -0.312 0.736
P -2.031 1.141 -1.152
O -0.118 -1.237 1.564
Ca 0.063 -0.174 0.143
H -0.020 -0.052 0.373
C 0.370 -0.745 -0.461
C 0.612 0.278 0.429
H 0.074 -0.003 0.005
C -0.127 0.572 -0.805
H -0.415 0.243 0.141
H -0.105 0.184 -0.231
H -0.343 0.069 0.214
C 0.731 -0.439 0.686
H 0.081 0.256 -0.300
H -0.307 -0.187 0.092
H -0.151 -0.085 0.638
C -0.087 0.142 -0.052
O 0.916 -1.426 -1.120
C -0.862 -0.080 -1.450
H 0.052 0.206 -0.225
H 0.157 -0.127 0.178
C 0.082 -0.680 0.104
H 0.090 0.559 -0.448
H -0.107 0.149 -0.217
C -0.021 0.509 -0.415
C -0.237 -0.110 0.125
H -0.149 0.280 0.118
H 0.300 -0.387 0.115
H 0.253 0.128 0.022
H -0.261 -0.233 0.935

Properties
- total charge = +1
- DFT total energy (eV) = -62748.2507